The following is a DFT calculation (ωB97M-V/def2-TZVPD) of the ion C5H12N3 with charge +1 at a distorted geometry.

Frontier orbital gap ... 9.21 eV
Relative energy (zero: lowest compared OMol25 entry of this formula, charge and spin) ... 109.7 kcal/mol
Structure (SMILES) ... N/C=N\[C@H]1CC[NH2+]C1
Net charge ... +1

Each line ends with the natural charge from an NBO analysis.
Atoms and positions in Å:
N: 1.14625 -1.22369 -0.43521  -0.52
N: 3.01526 0.07921 0.48589  -0.79
N: -2.13642 -0.32660 -0.43914  -0.48
C: -1.30307 -1.03434 0.58764  -0.20
C: -0.08310 1.07313 -0.01054  -0.41
C: 0.07335 -0.37865 0.47247  -0.11
C: 2.36451 -0.64978 -0.44587  0.28
C: -1.46594 0.93180 -0.83602  -0.24
H: 0.50875 -0.31586 1.48726  0.21
H: 0.57072 1.58879 -0.61123  0.25
H: -0.22424 1.59495 0.91756  0.22
H: -2.00327 1.85565 -0.61999  0.25
H: -2.33361 -0.99421 -1.10706  0.44
H: 2.20813 0.61200 1.00544  0.36
H: -1.36121 -2.13754 0.63132  0.26
H: -1.20694 0.88108 -1.85683  0.24
H: 3.01274 -1.16739 -1.26210  0.21
H: 3.76362 0.69588 0.57655  0.43
H: -1.52208 -0.82368 1.39049  0.17
H: -3.02346 -0.26076 0.06936  0.44